Entry 1:
4
Properties=species:S:1:pos:R:3 method="wB97M-V/def2-TZVPD" homo_ev=-16.2 gap_ev=10.90 total_charge=+1 largest_force_ha_per_bohr=0.01896 energy_ha=-238.5252 molar_mass_g_mol=41.00
O -1.95 1.48 0.06
H -1.73 2.34 -0.37
H -2.54 1.71 0.81
Na 0.47 -0.37 -0.01


Entry 2:
126
Properties=species:S:1:pos:R:3 method="wB97M-V/def2-TZVPD" homo_ev="-9.4 / -10.7" multiplicity=3 gap_ev="5.69 / 6.79" total_charge=+1 largest_force_ha_per_bohr=0.08205 energy_ha=-8222.2147 s_squared=2.025 molar_mass_g_mol=1240.42
W -0.61 1.69 0.19
N 0.32 0.03 -1.20
C 1.19 -0.85 -0.42
C 0.68 -0.91 1.00
O 0.85 -1.84 1.73
O 0.02 0.18 1.34
H -0.43 -0.48 -1.64
H 0.84 0.53 -1.91
H 2.19 -0.40 -0.37
H 1.29 -1.85 -0.83
C 1.41 1.53 -4.88
C 1.71 2.74 -4.03
C 0.83 3.82 -4.02
C 1.08 4.95 -3.25
C 0.21 6.17 -3.40
C 2.21 4.97 -2.41
C 3.14 3.92 -2.46
C 4.37 3.94 -1.60
C 2.87 2.82 -3.27
C 2.37 6.10 -1.45
C 3.19 7.18 -1.76
C 3.32 8.25 -0.88
C 2.64 8.23 0.33
C 1.83 7.16 0.67
C 1.69 6.10 -0.23
Ge 0.57 4.59 0.46
S 1.43 2.60 -0.15
S -1.37 5.00 -0.62
Ge -2.68 3.24 -0.34
S -1.68 1.97 -1.85
S -1.47 2.84 1.86
C -4.60 3.56 -0.31
C -5.29 3.86 0.86
C -6.63 4.22 0.78
C -7.28 4.26 -0.45
C -6.58 3.95 -1.61
C -5.23 3.60 -1.55
C -4.49 3.34 -2.82
C -4.49 2.05 -3.37
C -5.27 0.94 -2.71
C -3.75 1.81 -4.52
C -3.03 2.82 -5.15
C -2.25 2.54 -6.41
C -3.10 4.10 -4.62
C -3.83 4.39 -3.48
C -3.94 5.81 -2.98
C -4.63 3.75 2.20
C -3.96 4.84 2.76
C -3.90 6.17 2.05
C -3.37 4.68 4.01
C -3.45 3.49 4.72
C -2.77 3.33 6.05
C -4.17 2.44 4.16
C -4.77 2.55 2.91
C -5.60 1.42 2.36
C 1.14 7.10 1.99
C -0.07 7.78 2.18
C -0.72 8.54 1.05
C -0.67 7.76 3.44
C -0.09 7.08 4.51
C -0.70 7.12 5.88
C 1.10 6.39 4.29
C 1.74 6.40 3.05
C 3.06 5.71 2.88
H 1.51 1.75 -5.94
H 0.38 1.18 -4.73
H 2.09 0.70 -4.65
H -0.07 3.79 -4.64
H -0.69 5.93 -3.98
H 0.76 6.95 -3.94
H -0.09 6.59 -2.45
H 4.16 4.33 -0.60
H 5.14 4.59 -2.03
H 4.79 2.94 -1.50
H 3.58 2.00 -3.29
H 3.71 7.20 -2.71
H 3.96 9.08 -1.13
H 2.75 9.06 1.03
H -7.16 4.45 1.70
H -8.32 4.54 -0.50
H -7.07 3.99 -2.57
H -4.95 0.78 -1.67
H -5.14 0.00 -3.25
H -6.33 1.17 -2.68
H -3.73 0.80 -4.93
H -1.88 1.51 -6.43
H -1.40 3.21 -6.51
H -2.88 2.68 -7.29
H -2.58 4.91 -5.13
H -3.43 6.49 -3.66
H -3.51 5.94 -1.99
H -4.99 6.12 -2.91
H -3.46 6.08 1.05
H -3.29 6.88 2.62
H -4.90 6.59 1.93
H -2.82 5.52 4.44
H -2.70 4.28 6.58
H -1.75 2.95 5.91
H -3.30 2.62 6.69
H -4.27 1.51 4.72
H -5.44 0.51 2.94
H -5.38 1.21 1.31
H -6.66 1.66 2.42
H -0.03 9.25 0.59
H -1.60 9.09 1.41
H -1.05 7.86 0.26
H -1.59 8.31 3.60
H -1.75 7.42 5.84
H -0.18 7.83 6.52
H -0.64 6.14 6.37
H 1.57 5.86 5.12
H 3.32 5.13 3.77
H 3.86 6.43 2.70
H 3.06 5.02 2.03
C -4.11 -2.00 2.80
N -3.55 -1.29 1.65
C -3.69 -1.64 0.33
C -2.99 -0.71 -0.37
N -2.43 0.20 0.49
C -2.80 -0.18 1.71
H -3.71 -3.00 2.85
H -5.20 -2.04 2.72
H -3.84 -1.47 3.71
H -4.26 -2.51 0.03
H -2.87 -0.63 -1.44
H -2.52 0.29 2.63


Entry 3:
10
Properties=species:S:1:pos:R:3 method="wB97M-V/def2-TZVPD" homo_ev=-9.4 gap_ev=10.27 largest_force_ha_per_bohr=0.05772 energy_ha=-432.8805 molar_mass_g_mol=99.05
C -0.72 -0.34 -1.88
C -0.28 0.20 1.77
N 0.53 0.13 -1.94
F -0.72 -1.37 -1.04
F 0.67 0.68 0.94
F -1.19 1.15 2.07
H 0.30 -0.18 2.66
H -0.80 -0.72 1.43
H 1.33 -0.40 -1.44
H 0.87 0.86 -2.58


Entry 4:
7
Properties=species:S:1:pos:R:3 method="wB97M-V/def2-TZVPD" homo_ev="-24.0 / -25.4" multiplicity=5 gap_ev="12.86 / 9.73" total_charge=+2 largest_force_ha_per_bohr=0.07457 energy_ha=-1522.1830 s_squared=6.004 molar_mass_g_mol=93.97
F -0.67 0.86 1.49
Co 0.24 -0.01 0.07
H -0.75 1.76 1.71
C 0.48 -1.05 -1.58
H 0.35 -0.43 -2.48
H -0.23 -1.89 -1.66
H 1.50 -1.49 -1.64


Entry 5:
78
Properties=species:S:1:pos:R:3 method="wB97M-V/def2-TZVPD" homo_ev="-6.1 / -6.4" multiplicity=8 gap_ev="6.30 / 6.58" largest_force_ha_per_bohr=0.06636 energy_ha=-3195.4427 s_squared=15.761 molar_mass_g_mol=641.90
O -0.66 -1.38 -1.51
O 1.10 0.83 -3.35
C 0.12 -2.56 -1.91
C -0.56 -3.82 -1.44
H 1.14 -2.45 -1.50
H 0.16 -2.36 -2.97
H -0.65 -3.92 -0.34
H 0.03 -4.66 -1.83
H -1.54 -3.95 -1.93
C -1.81 -0.84 -2.21
C -1.82 -1.12 -3.68
H -1.81 0.22 -1.98
H -2.70 -1.28 -1.74
H -0.99 -0.63 -4.23
H -2.75 -0.63 -4.01
H -1.86 -2.18 -3.98
C 0.44 2.13 -3.25
C 2.26 0.59 -4.20
C -0.60 2.39 -4.32
H 1.20 2.91 -3.24
H -0.03 2.10 -2.26
H -0.14 2.37 -5.31
H -1.03 3.40 -4.20
H -1.40 1.65 -4.31
C 2.09 0.87 -5.66
H 2.52 -0.45 -4.04
H 3.08 1.22 -3.84
H 1.31 0.24 -6.11
H 3.05 0.72 -6.18
H 1.82 1.91 -5.82
H 1.88 0.78 -2.03
Eu -0.34 -0.71 0.59
C 2.02 0.51 -0.98
Si 3.63 0.63 0.17
H 1.68 -0.58 -0.97
H 1.15 1.07 -0.46
C 4.96 -0.52 -0.50
C 3.22 0.08 1.96
C 4.06 2.45 0.00
C -2.31 -1.67 1.26
Si -3.52 -0.24 1.21
H -2.00 -2.15 2.22
H -2.40 -2.50 0.58
C -4.90 -0.58 -0.02
C -2.72 1.36 0.58
C -4.21 0.09 2.92
H 3.48 2.84 -0.85
H 5.13 2.62 -0.20
H 3.80 3.01 0.91
H 4.75 -1.57 -0.25
H 5.97 -0.28 -0.12
H 4.95 -0.46 -1.61
H 2.64 -0.87 1.94
H 2.58 0.81 2.50
H 4.10 -0.13 2.60
H -3.08 1.62 -0.43
H -1.62 1.39 0.57
H -3.02 2.16 1.28
H -5.07 0.76 2.96
H -3.42 0.54 3.55
H -4.49 -0.87 3.38
H -5.79 0.04 0.15
H -5.24 -1.62 0.04
H -4.63 -0.39 -1.07
S 0.78 -2.73 2.30
C 0.47 -1.65 3.54
N 0.04 -0.39 3.55
C -0.10 0.14 4.84
C -0.50 1.46 5.18
C -0.64 1.80 6.52
C -0.35 0.90 7.55
C 0.07 -0.39 7.23
C 0.17 -0.77 5.88
S 0.63 -2.32 5.21
H -0.72 2.14 4.35
H -0.97 2.79 6.76
H -0.42 1.22 8.59
H 0.35 -1.12 8.00


Entry 6:
51
Properties=species:S:1:pos:R:3 method="wB97M-V/def2-TZVPD" homo_ev="-14.2 / -14.2" gap_ev="6.66 / 6.66" total_charge=+2 largest_force_ha_per_bohr=0.00658 energy_ha=-2113.5124 molar_mass_g_mol=709.31
Os 0.72 -1.33 -1.07
C 5.93 -0.84 -0.61
N 4.84 -0.47 0.30
C 4.91 0.53 1.24
C 3.71 0.59 1.85
N 2.90 -0.38 1.26
C 3.62 -1.00 0.29
S 3.07 -2.21 -0.85
C 1.64 -0.76 1.80
C 1.50 -0.77 3.18
C 0.30 -1.16 3.74
C -0.72 -1.58 2.91
C -0.51 -1.55 1.54
N 0.64 -1.12 0.98
H 6.83 -0.34 -0.29
H 5.68 -0.53 -1.63
H 6.08 -1.92 -0.58
H 5.80 1.11 1.40
H 3.35 1.24 2.63
H 2.34 -0.51 3.80
H 0.18 -1.16 4.82
H -1.67 -1.92 3.29
H -1.30 -1.85 0.86
Te 2.52 -0.49 -2.54
C -1.51 -0.26 -3.44
P -1.15 -0.14 -1.67
C -1.07 1.63 -1.29
C -1.49 2.60 -2.20
C -1.44 3.94 -1.86
C -0.99 4.33 -0.61
C -0.58 3.37 0.31
C -0.61 2.03 -0.04
C -2.67 -0.76 -0.89
C -2.99 -2.10 -1.10
C -4.11 -2.66 -0.49
C -4.90 -1.88 0.34
C -4.58 -0.54 0.56
C -3.46 0.02 -0.06
H -2.46 0.22 -3.68
H -1.59 -1.32 -3.71
H -0.71 0.19 -4.03
H -1.86 2.32 -3.18
H -1.77 4.69 -2.58
H -0.96 5.38 -0.35
H -0.23 3.68 1.29
H -0.29 1.29 0.69
H -2.39 -2.72 -1.76
H -4.37 -3.69 -0.67
H -5.77 -2.31 0.81
H -5.21 0.07 1.19
H -3.23 1.06 0.11